36
Properties=species:S:1:pos:R:3 method="wB97M-V/def2-TZVPD" charge=0 e_tot_ha=-1667.29309 lumo_energy_ev="-0.24 / -0.35" multiplicity=7
C -0.49712 0.76353 -3.65567
C -1.33823 1.50038 -4.49921
C -0.58030 2.44869 -5.24367
C 0.79900 2.34828 -4.90334
C 0.98758 1.34841 -3.93871
Eu 1.56747 -1.13017 -1.39390
P -0.67550 -2.96328 -1.23369
H -0.74421 -0.04505 -2.95628
H -2.41801 1.36841 -4.57401
H -0.99464 3.14731 -5.96823
H 1.91256 1.00101 -3.45971
H 1.59376 2.96004 -5.33050
H -0.45150 -4.36379 -1.00551
H -1.48554 -3.14658 -2.40699
H -1.77362 -2.84066 -0.32063
C 2.06266 -1.74350 1.48076
N 1.15638 -0.82850 2.19679
C 0.74457 -1.19908 3.53262
C 0.17782 0.01825 4.21248
C -0.96207 0.58741 3.40804
N -0.52110 0.80261 2.04738
C -1.32111 1.63594 1.17406
C 0.45508 0.07741 1.47184
O 0.69041 0.24750 0.22149
H 2.80547 -1.16849 0.88503
H 1.49825 -2.47677 0.85161
H 2.62255 -2.32306 2.22306
H -0.00635 -2.00744 3.49905
H 1.62790 -1.57435 4.05540
H 0.95961 0.77609 4.32905
H -0.17803 -0.24921 5.20948
H -1.29352 1.55138 3.80609
H -1.82372 -0.10276 3.43027
H -1.86532 1.04260 0.42317
H -2.04336 2.18061 1.79101
H -0.68781 2.35680 0.64136